(1)
64
Properties=species:S:1:pos:R:3 method="wB97M-V/def2-TZVPD" e_tot_ha=-3582.05395 charge=-1 gap_ev=5.62 homo_energy_ev=-4.6 molar_mass_g_mol=1030.927
C 4.426 -1.382 -0.905
C 3.191 -0.842 -1.544
O 2.939 -1.103 -2.700
O 2.366 0.034 -0.896
C 2.042 -0.242 0.452
O 2.939 -0.415 1.248
C 0.628 -0.183 0.866
Nb -0.813 -1.650 -0.130
O 0.529 -2.452 -1.417
C -2.474 -0.661 1.117
C -2.078 -0.372 2.497
O -1.739 -1.124 3.351
I -2.111 1.786 3.030
C -0.400 -3.283 1.392
I 1.278 -3.005 2.743
C -0.334 -4.688 0.716
C 0.881 -5.559 0.950
I -2.023 -5.909 1.310
P -1.149 0.284 -1.816
N 0.223 0.633 -2.748
O -1.441 1.728 -1.091
P -2.837 -2.896 -1.290
N -2.382 -4.007 -2.293
O -3.948 -3.461 -0.213
O -3.773 -1.856 -2.176
H 4.254 -1.798 0.069
H 5.185 -0.614 -0.858
H 4.793 -2.170 -1.537
H 0.612 -0.163 1.943
H 0.318 0.818 0.556
H 0.187 -2.342 -2.308
H -2.815 0.262 0.667
H -3.345 -1.305 1.179
H -1.253 -3.284 2.056
H -0.366 -4.528 -0.349
H 0.971 -5.898 1.965
H 1.792 -5.116 0.581
H 0.731 -6.460 0.365
H 0.848 1.303 -2.329
H 0.721 -0.190 -3.047
H -0.703 2.335 -1.167
H -1.375 -4.086 -2.286
H -4.811 -3.142 -0.486
H -4.084 -1.171 -1.574
C -4.134 5.861 6.130
C -2.639 5.747 5.945
O -2.530 5.340 4.595
C -3.619 5.832 3.933
O -3.722 5.905 2.763
O -4.567 6.238 4.820
F -2.102 4.796 6.747
H -4.578 4.903 6.403
H -4.419 6.611 6.863
H -2.092 6.681 6.086
C 3.795 1.336 -4.105
C 2.964 2.179 -5.045
O 3.894 3.160 -5.484
C 5.134 2.597 -5.426
O 6.096 3.037 -5.952
O 5.105 1.464 -4.690
F 1.940 2.800 -4.414
H 3.808 1.749 -3.095
H 3.489 0.295 -4.056
H 2.575 1.641 -5.911

---

(2)
115
Properties=species:S:1:pos:R:3 method="wB97M-V/def2-TZVPD" e_tot_ha=-6411.16167 charge=+1 gap_ev="6.09 / 7.56" s_squared=2.0047 homo_energy_ev="-8.0 / -9.5" multiplicity=3 molar_mass_g_mol=895.754 e_above_lowest_kj_mol=0.0
Ti 12.417 14.293 15.022
C 8.050 17.811 17.521
C 7.984 17.662 15.980
C 7.535 16.230 15.681
C 6.991 18.658 15.416
N 9.401 17.956 15.424
C 9.815 19.290 15.452
C 10.993 19.385 14.850
N 11.321 18.105 14.373
B 12.580 18.064 13.455
N 12.329 17.204 12.194
C 11.483 17.746 11.236
C 11.239 16.808 10.303
N 11.972 15.664 10.676
C 12.631 15.940 11.836
S 13.668 14.901 12.720
C 11.800 14.404 9.855
C 10.314 14.203 9.530
C 12.539 14.644 8.580
C 12.214 13.107 10.583
N 13.912 17.815 14.162
C 15.096 18.354 13.670
C 16.064 18.028 14.531
N 15.531 17.287 15.566
C 14.207 17.154 15.310
S 13.100 16.305 16.282
C 16.232 17.097 16.856
C 15.943 15.695 17.439
C 15.794 18.181 17.819
C 17.732 17.093 16.604
C 10.337 17.260 14.713
S 10.303 15.576 14.357
H 7.003 17.832 17.884
H 8.563 18.722 17.888
H 8.519 16.963 17.987
H 6.626 16.043 16.278
H 8.329 15.544 15.981
H 7.290 16.070 14.615
H 5.988 18.252 15.688
H 7.012 18.835 14.355
H 7.053 19.591 15.980
H 9.264 20.060 15.991
H 11.619 20.229 14.652
H 12.758 19.163 13.006
H 11.117 18.759 11.364
H 10.651 16.924 9.390
H 9.953 14.924 8.804
H 9.746 14.276 10.471
H 10.190 13.227 9.058
H 12.227 15.567 8.077
H 12.418 13.817 7.872
H 13.601 14.630 8.809
H 11.702 13.089 11.546
H 13.311 13.005 10.791
H 11.865 12.237 10.024
H 15.153 18.922 12.740
H 17.085 18.330 14.501
H 14.932 15.681 17.917
H 16.700 15.537 18.219
H 16.020 14.880 16.696
H 14.762 17.959 18.101
H 15.872 19.196 17.384
H 16.479 18.126 18.650
H 17.979 16.352 15.845
H 18.203 16.801 17.550
H 18.192 18.059 16.333
N 11.774 12.147 14.198
C 12.794 11.107 14.500
C 13.312 10.536 13.158
C 14.435 9.463 13.206
C 14.125 8.149 13.910
N 14.327 8.336 15.368
C 14.145 7.442 16.325
N 13.929 6.105 16.107
N 14.120 7.883 17.580
C 14.031 11.666 15.295
O 14.643 10.837 15.995
O 14.184 12.892 15.198
H 10.845 11.885 14.496
H 11.762 12.266 13.191
H 12.299 10.308 15.085
H 13.664 11.405 12.610
H 12.442 10.103 12.635
H 15.328 9.879 13.681
H 14.724 9.274 12.171
H 14.768 7.378 13.492
H 13.040 7.853 13.691
H 14.448 9.411 15.677
H 14.080 5.686 15.217
H 13.667 5.492 16.858
H 14.224 8.867 17.767
H 14.438 7.257 18.294
C 12.638 14.171 19.164
As 11.751 13.228 17.666
C 11.942 11.330 18.212
C 9.850 13.586 18.140
C 9.408 13.567 19.579
C 9.598 14.637 20.436
C 9.064 14.601 21.714
C 8.383 13.462 22.187
C 8.236 12.386 21.333
C 8.742 12.450 20.055
H 12.122 13.940 20.088
H 12.583 15.238 18.935
H 13.657 13.860 19.259
H 11.402 11.221 19.158
H 12.986 11.081 18.388
H 11.531 10.656 17.460
H 9.231 12.860 17.618
H 9.657 14.556 17.662
H 10.124 15.511 20.074
H 9.242 15.453 22.358
H 7.906 13.476 23.174
H 7.650 11.499 21.622
H 8.590 11.622 19.397

---

(3)
17
Properties=species:S:1:pos:R:3 method="wB97M-V/def2-TZVPD" e_tot_ha=-706.77387 charge=-1 gap_ev=7.47 homo_energy_ev=-3.7 molar_mass_g_mol=115.174 e_above_lowest_kj_mol=0.0
C 0.340 -1.795 0.803
C -0.457 -0.873 -0.105
S 0.526 0.561 -0.668
H 0.674 -1.209 1.657
H 1.248 -2.069 0.277
H -0.224 -2.672 1.110
H -1.372 -0.515 0.369
H -0.791 -1.385 -1.004
H -1.331 2.774 0.992
H -1.118 2.431 -0.454
O -1.699 2.968 0.117
H 0.246 1.370 1.409
H -0.930 0.994 2.297
O -0.181 1.600 2.272
H 1.249 -0.624 -2.376
H 2.247 -0.472 -3.504
O 1.574 -1.084 -3.193

---

(4)
25
Properties=species:S:1:pos:R:3 method="wB97M-V/def2-TZVPD" e_tot_ha=-5624.06958 charge=+1 gap_ev=6.42 homo_energy_ev=-11.5 molar_mass_g_mol=310.013 e_above_lowest_kj_mol=213.4
C -1.758 -2.589 -2.558
N -0.494 -1.856 -2.541
C 0.771 -2.588 -2.553
C -0.494 -0.486 -2.518
H -1.598 -3.667 -2.564
H -2.344 -2.327 -1.679
H -2.328 -2.315 -3.445
H 0.612 -3.666 -2.549
H 1.340 -2.320 -3.443
H 1.357 -2.317 -1.676
H 0.430 0.052 -2.507
H -1.417 0.053 -2.506
Br 2.959 3.336 1.893
C 1.423 2.257 1.803
C 0.595 2.124 2.915
N 0.882 2.737 4.122
C -0.529 1.320 2.742
Br -1.744 1.080 4.156
C -0.747 0.709 1.533
N 0.051 0.813 0.476
C 1.109 1.599 0.640
H 0.184 2.810 4.846
H 1.570 3.473 4.179
H -1.611 0.070 1.432
H 1.780 1.698 -0.199